Here is a structure of composition C3H5N3 in a non-equilibrium geometry from OMol25. Energies are from the ωB97M-V functional and the def2-TZVPD basis.

Computed properties:
Strongest force on any atom: 1.2 eV/Å
Relative energy (zero: lowest compared OMol25 entry of this formula, charge and spin): 2.866 eV
Orbital gap: 9.6 eV
Lowest unoccupied orbital energy: 0.30 eV

Last column: Mulliken charge in e.
Positions of all 11 atoms, in Å:
C 1.566 -0.512 0.135  -0.719
N 0.468 0.375 0.446  -0.323
C -0.755 0.306 -0.029  0.343
N -1.284 1.512 0.082  -0.545
C -1.382 -0.875 -0.582  0.096
N -1.870 -1.828 -1.020  -0.335
H 1.200 -1.510 -0.138  0.303
H 2.164 -0.125 -0.698  0.253
H 2.215 -0.608 1.009  0.234
H -0.036 1.622 0.607  0.482
H -2.285 1.641 0.187  0.211